# 1
Below is a molecular structure, C34H31ClF10MoN5O5S, with properties calculated with the ωB97M-V functional and the def2-TZVPD basis.

Last column: Löwdin charge in e.
Cartesian coordinates (Å):
Mo: 0.84574 0.90714 0.04499  2.016
C: 3.57391 2.28590 0.06932  0.013
N: 3.07434 0.87048 0.08947  -0.290
C: 3.55734 0.14980 -1.11332  -0.136
C: 2.83163 0.75745 -2.28640  -0.129
N: 1.47828 1.03194 -1.79449  -0.142
C: 0.58341 1.71982 -2.64103  -0.163
C: 0.90885 2.91557 -3.29191  -0.123
F: 2.09533 3.47800 -3.08685  0.144
C: -0.00711 3.56911 -4.10112  -0.110
F: 0.32456 4.69202 -4.68896  0.201
C: -1.29354 3.05173 -4.25964  -0.096
F: -2.16382 3.67518 -5.00405  0.220
C: -1.64630 1.86542 -3.61731  -0.124
F: -2.85148 1.34868 -3.76417  0.171
C: -0.70999 1.22460 -2.83322  -0.142
F: -1.05036 0.04455 -2.25771  0.057
C: 3.54025 0.18647 1.32083  -0.123
C: 2.69839 0.70682 2.46116  -0.128
N: 1.37067 0.96209 1.89605  -0.149
C: 0.51202 1.73121 2.74407  -0.173
C: 0.67473 3.11429 2.85301  -0.157
F: 1.60220 3.71919 2.10968  0.130
C: -0.10165 3.87158 3.71364  -0.121
F: 0.05899 5.17287 3.77994  0.194
C: -1.05663 3.23675 4.50774  -0.102
F: -1.80490 3.94039 5.31713  0.208
C: -1.20975 1.85300 4.44506  -0.122
F: -2.09756 1.24571 5.20628  0.176
C: -0.41927 1.11906 3.57655  -0.141
F: -0.54286 -0.21185 3.54419  0.104
H: 4.64018 2.27242 -0.16277  0.129
H: 3.42104 2.73916 1.04295  0.089
H: 3.04240 2.87080 -0.67832  0.094
H: 3.30772 -0.90314 -0.98604  0.102
H: 4.64266 0.24524 -1.19724  0.158
H: 2.77918 0.06568 -3.13183  0.149
H: 3.30713 1.67308 -2.64066  0.132
H: 4.60435 0.38417 1.47258  0.160
H: 3.39843 -0.88588 1.18235  0.114
H: 3.09037 1.62659 2.90430  0.142
H: 2.61178 -0.03534 3.26025  0.145
O: -5.29195 3.64183 0.50693  0.188
C: -4.17502 3.35115 -0.13860  -0.471
O: -3.79051 3.95600 -1.09275  0.184
C: -3.34688 2.17582 0.32174  -0.020
C: -3.68465 0.83276 0.46019  -0.560
Cl: -5.21770 0.14678 0.57392  0.924
N: -2.54796 0.10094 0.53355  -0.028
N: -1.46514 0.90835 0.43055  0.066
C: -1.96050 2.14826 0.32488  -0.141
C: -0.99175 3.24317 0.20007  -0.373
O: -1.07882 4.40539 0.28400  0.288
O: 0.26627 2.60618 -0.06263  -0.240
C: -2.52740 -1.33749 0.56573  -0.269
C: -2.92904 -2.01016 -0.57969  -0.057
C: -3.07668 -3.38717 -0.52337  -0.069
C: -2.82580 -4.06859 0.66189  -0.033
C: -2.42437 -3.37484 1.79700  -0.044
C: -2.27854 -1.99491 1.75828  -0.010
H: -5.46516 3.07252 1.26944  0.128
H: -3.14893 -1.46656 -1.48967  0.129
H: -3.41598 -3.92371 -1.39838  0.123
H: -2.97922 -5.13793 0.70890  0.129
H: -2.27597 -3.90024 2.73023  0.129
H: -2.04455 -1.43866 2.65472  0.111
C: 1.32424 -2.84231 2.61442  -0.089
C: 1.21999 -3.96449 1.59039  -0.248
C: 1.55408 -3.53298 0.17165  -0.287
S: 0.32932 -2.45189 -0.60066  1.148
O: 0.80127 -1.00920 -0.12133  -0.674
C: 0.95720 -2.48400 -2.29779  -0.313
C: 0.59974 -3.76624 -3.05132  -0.252
C: -0.89337 -4.02006 -3.18301  -0.078
H: 0.90904 -3.15666 3.56993  0.098
H: 0.78672 -1.94407 2.30146  0.034
H: 2.36849 -2.57736 2.79121  0.082
H: 0.23134 -4.42158 1.60164  0.103
H: 1.92543 -4.75909 1.84138  0.135
H: 1.57411 -4.38478 -0.51389  0.110
H: 2.51227 -3.01205 0.09448  0.105
H: 2.03800 -2.34625 -2.22972  0.097
H: 0.49726 -1.61369 -2.76591  0.085
H: 1.10186 -4.62461 -2.60223  0.112
H: 1.04835 -3.64631 -4.03946  0.134
H: -1.35854 -4.23103 -2.21908  0.044
H: -1.06688 -4.88219 -3.82342  0.100
H: -1.40433 -3.16579 -3.63015  0.092

For the molar mass, the calculation gives 943.09 g mol⁻¹. For the highest occupied orbital energy, the calculation gives -17.33 eV. As for the charge: +3. Its frontier orbital gap is 6.1085 eV.


# 2
Below is 2 unconnected molecules or ions with the total composition C2HO4S, with properties calculated with the ωB97M-V functional and the def2-TZVPD basis.

Last column: natural (NBO) charge in e.
Cartesian coordinates (Å):
C: 0.32400 1.78288 1.64577  0.663
C: 0.23898 1.72348 0.15132  -0.105
O: 0.20174 0.77590 2.30636  -0.649
O: 0.63263 2.97317 1.80025  -0.664
O: 0.03947 2.95369 -2.18325  -0.921
O: -0.12614 -0.38141 -0.82742  -0.869
S: 0.22039 3.09677 -0.69114  1.110
H: -0.79065 -0.72018 -0.13459  0.434

For the molar mass, the calculation gives 121.09 g mol⁻¹. For the highest occupied orbital energy (spin up / spin down), the calculation gives -5.40 / -5.39 eV. As for the charge: -1. Its frontier orbital gap (spin up / spin down) is 7.8069 / 7.7948 eV.


# 3
Below is 15 unconnected molecules or ions with the total composition C16H56N2O15S, with properties calculated with the ωB97M-V functional and the def2-TZVPD basis.

Last column: Löwdin charge in e.
Cartesian coordinates (Å):
C: 5.32799 -2.94998 -1.19224  -0.131
O: 4.58433 -2.59796 -2.34901  -0.189
C: 3.24724 -2.26664 -2.04348  -0.250
C: 3.08720 -1.05017 -1.09911  -0.186
C: 3.76259 0.24334 -1.61826  -0.201
C: 2.92955 1.03581 -2.65044  -0.198
C: 1.90206 2.03534 -2.06039  -0.200
C: 1.13124 1.53724 -0.82040  -0.199
C: -0.00067 2.59490 -0.50327  -0.206
C: -1.40677 1.99043 -0.65378  -0.198
C: -1.66431 0.77603 0.28202  -0.200
C: -2.47789 -0.33515 -0.42786  -0.209
C: -3.95432 0.05319 -0.65732  -0.155
C: -4.76559 -1.13935 -1.24354  -0.304
C: -3.87396 -2.06635 -2.02086  -0.226
N: -3.17070 -2.60323 -2.69948  0.212
C: -5.93226 -0.71571 -2.17701  -0.580
S: -5.27392 -0.12539 -3.79528  0.808
C: -6.81194 0.31262 -1.56158  -0.271
N: -7.54491 1.08314 -1.20110  0.168
H: 6.05781 -3.74077 -1.38923  0.069
H: 5.90998 -2.05687 -0.89149  0.094
H: 4.71166 -3.29592 -0.35009  0.084
H: 2.67043 -2.03952 -2.95570  0.119
H: 2.70489 -3.11683 -1.56405  0.100
H: 2.01244 -0.94885 -0.89687  0.088
H: 3.54530 -1.27951 -0.12040  0.102
H: 4.12318 0.86058 -0.77983  0.110
H: 4.68292 -0.07826 -2.13991  0.105
H: 2.47807 0.35426 -3.38832  0.108
H: 3.64972 1.64164 -3.23121  0.104
H: 1.14352 2.20213 -2.84799  0.111
H: 2.31953 3.02295 -1.81788  0.111
H: 0.60957 0.58335 -0.97295  0.084
H: 1.75130 1.50593 0.08753  0.115
H: 0.07423 3.40837 -1.23831  0.081
H: 0.15401 3.04739 0.48204  0.085
H: -2.19015 2.73954 -0.45335  0.110
H: -1.51740 1.66750 -1.70615  0.113
H: -0.70558 0.31478 0.56434  0.106
H: -2.19019 1.10657 1.19620  0.075
H: -1.97366 -0.55329 -1.37999  0.105
H: -2.47667 -1.20905 0.24542  0.120
H: -4.37726 0.26187 0.33804  0.114
H: -4.06077 0.95251 -1.27824  0.117
H: -5.20100 -1.72576 -0.42390  0.146
H: -6.53678 -1.60903 -2.38144  0.116
H: -6.32326 -0.13125 -4.65940  -0.134
O: 6.75880 -4.65566 0.61207  -0.060
H: 7.16745 -4.54734 1.48099  0.014
H: 6.33040 -5.51706 0.65945  0.050
O: 0.53824 -3.52375 -1.44367  -0.064
H: -0.31875 -3.09781 -1.33202  0.021
H: 0.50147 -3.88440 -2.33928  0.015
O: -0.09639 5.83041 -0.61202  -0.056
H: -0.65494 6.34430 -1.20702  0.048
H: -0.05599 6.36123 0.19320  0.035
O: -0.93600 -4.71036 -3.61087  -0.068
H: -1.55900 -4.01223 -3.36759  -0.019
H: -0.84529 -4.62332 -4.56558  0.048
O: 2.87647 6.66006 -1.75585  -0.069
H: 1.98560 6.28717 -1.73756  0.000
H: 3.27369 6.35171 -0.93478  0.031
O: -2.50003 1.41472 3.16906  -0.071
H: -3.23447 1.81718 3.64481  0.038
H: -2.33408 0.59839 3.65297  0.040
O: 7.01567 -3.23715 3.19110  -0.060
H: 6.47970 -2.68509 2.60963  0.045
H: 7.07485 -2.72577 4.00640  0.024
O: -6.57673 0.24231 -6.86782  -0.075
H: -7.48651 0.06896 -7.13507  0.045
H: -6.41328 1.14619 -7.16060  0.048
O: -0.06594 4.86851 2.05713  -0.056
H: -0.95437 4.49551 2.06953  0.043
H: 0.33048 4.56255 2.88342  0.005
O: -4.76116 -0.28989 3.39594  -0.067
H: -5.64677 0.08404 3.51901  0.018
H: -4.79034 -0.67352 2.51425  0.020
O: 5.33562 -1.83611 5.55939  -0.070
H: 4.63370 -1.39771 6.05093  0.014
H: 5.43638 -2.67982 6.01122  0.024
O: 1.29294 3.80682 4.66134  -0.046
H: 1.69644 3.96047 5.52215  0.046
H: 0.90410 2.92749 4.73433  0.046
O: -7.35679 -0.87060 3.86345  -0.049
H: -7.63417 -1.28577 3.03910  0.052
H: -7.35379 -1.59314 4.50101  0.058
O: 3.98828 -2.31431 7.99973  -0.047
H: 3.32184 -3.00446 8.09332  0.052
H: 4.49185 -2.35935 8.82028  0.052

For the molar mass, the calculation gives 548.69 g mol⁻¹. For the highest occupied orbital energy, the calculation gives -8.55 eV. Its frontier orbital gap is 8.3756 eV.